ORCA calculation (ωB97M-V/def2-TZVPD) on an isolated molecule of C6H15N.

Geometry (Å):
N 1.78 -1.21 0.17
C 0.31 -2.53 1.88
C -0.64 -0.47 0.66
C -0.01 1.69 -0.91
C 0.36 -1.67 0.54
C -0.67 2.90 -1.61
C -0.79 0.44 -0.66
H -0.03 -2.49 -0.21
H 0.46 1.94 0.16
H 2.38 -0.99 1.05
H -1.94 0.80 -0.73
H -0.39 0.17 1.45
H -0.01 3.12 -2.56
H -1.53 -0.88 0.87
H 0.42 -1.97 2.75
H 0.99 -3.36 1.87
H -0.58 -2.99 1.93
H -0.56 3.94 -1.24
H 0.98 1.54 -1.49
H -0.76 -0.25 -1.47
H -1.68 2.76 -1.87
H 1.89 -0.51 -0.57

Its net charge is 0. The value obtained for the orbital gap is 0.368 hartree. The molar mass comes out at 101.19 g mol⁻¹. The energy relative to the best compared isomer or geometry (same formula, charge and spin) is 57.3 kcal/mol. As for the spin multiplicity: 1. The HOMO energy is -8.84 eV. For the total energy, the calculation gives -292.27767 hartree. The structure (SMILES) is CCCC[C@H](C)N.